DFT (ωB97M-V/def2-TZVPD) results for C18H25N5O4 in the gas phase.

```
52
Properties=species:S:1:pos:R:3:forces:R:3:nbo_charge:R:1
C 4.109 2.018 2.422 -0.07 0.15 0.27 -0.251
O 4.321 1.291 1.238 -0.19 -0.40 -0.43 -0.478
C 3.318 0.493 0.788 0.12 0.14 0.12 0.288
C 2.095 0.343 1.387 0.33 0.11 0.00 -0.359
C 1.117 -0.508 0.831 0.09 -0.42 -0.65 0.301
N -0.083 -0.591 1.434 -0.32 0.14 0.26 -0.593
C -0.977 -1.380 0.874 0.66 -0.06 0.13 0.591
N -2.197 -1.481 1.487 -0.10 -0.05 0.08 -0.410
C -2.553 -0.409 2.386 0.05 0.17 0.11 -0.233
C -2.888 0.841 1.550 0.09 0.27 0.31 -0.240
N -3.525 0.427 0.314 -0.07 -0.35 0.19 -0.431
C -3.313 0.948 -0.913 0.13 0.42 0.08 0.677
O -3.867 0.511 -1.903 0.00 -0.06 -0.41 -0.629
C -2.375 2.167 -0.994 -0.12 0.13 -0.32 0.022
C -2.465 2.787 -2.386 0.11 -0.15 0.38 -0.633
O -1.080 1.685 -0.676 -0.22 -0.21 -0.13 -0.544
C -0.092 2.674 -0.539 0.09 0.04 0.00 -0.250
C -4.290 -0.799 0.424 -0.14 -0.14 -0.12 -0.247
C -3.331 -1.968 0.729 -0.25 -0.15 -0.15 -0.231
N -0.783 -2.154 -0.208 0.14 -0.14 -0.33 -0.572
C 0.378 -2.077 -0.821 -0.23 0.19 0.20 0.457
N 0.512 -2.825 -1.946 0.20 -0.01 -0.11 -0.782
C 1.420 -1.223 -0.350 -0.25 0.24 0.55 -0.175
C 2.678 -1.057 -0.960 0.34 0.13 -0.04 -0.297
C 3.615 -0.218 -0.416 0.22 -0.12 -0.28 0.312
O 4.859 0.020 -0.926 -0.29 0.13 0.36 -0.495
C 5.228 -0.638 -2.109 0.04 -0.11 -0.19 -0.251
H 3.914 1.355 3.271 -0.01 0.03 -0.05 0.179
H 3.278 2.724 2.317 0.03 -0.04 0.00 0.176
H 5.031 2.570 2.598 -0.09 -0.02 0.02 0.201
H 1.831 0.866 2.291 0.01 0.08 0.10 0.232
H -1.704 -0.203 3.036 -0.21 0.04 0.04 0.249
H -3.405 -0.737 2.986 0.05 0.02 -0.01 0.194
H -3.554 1.514 2.108 0.10 -0.04 0.04 0.187
H -1.953 1.348 1.322 -0.10 0.03 0.03 0.241
H -2.690 2.914 -0.241 0.08 -0.13 -0.05 0.171
H -1.905 3.718 -2.436 0.04 0.08 0.00 0.203
H -2.075 2.085 -3.118 -0.01 -0.04 -0.08 0.228
H -3.507 2.986 -2.621 -0.06 0.05 -0.06 0.230
H 0.782 2.167 -0.132 0.03 0.12 -0.01 0.203
H -0.415 3.463 0.153 0.02 0.00 0.00 0.161
H 0.170 3.129 -1.499 -0.01 0.01 0.03 0.171
H -5.030 -0.677 1.222 0.00 -0.02 -0.05 0.186
H -4.806 -0.958 -0.523 -0.01 -0.02 0.20 0.256
H -2.942 -2.403 -0.192 -0.22 0.02 0.14 0.248
H -3.850 -2.741 1.306 -0.02 0.01 -0.11 0.191
H 1.424 -3.022 -2.315 -0.05 -0.04 -0.01 0.387
H -0.228 -3.479 -2.135 0.03 -0.01 0.01 0.406
H 2.896 -1.589 -1.872 0.13 0.02 -0.09 0.206
H 5.232 -1.727 -1.982 -0.02 0.04 0.00 0.172
H 6.239 -0.301 -2.330 -0.07 -0.05 -0.03 0.202
H 4.569 -0.372 -2.942 0.01 -0.02 0.04 0.174
```
Positions in Å, forces in eV/Å.

Calculated values
- HOMO energy: -7.3919 eV
- Structure (SMILES): COc1cc2nc(N3CCN(C(=O)[C@H](C)OC)CC3)nc(N)c2cc1OC
- Max |F|: 0.8 eV/A
- ΔE to the lowest compared entry with this formula, charge and spin: 19.46 kcal/mol
- 2S+1: 1

DFT (ωB97M-V/def2-TZVPD) results for 3 unconnected molecules or ions with the total composition C18H25NO2S3 at a distorted geometry.

```
49
Properties=species:S:1:pos:R:3:forces:R:3:nbo_charge:R:1
C -2.035 -2.696 -0.593 -0.47 0.18 -0.11 -0.636
C -2.217 -1.389 -1.533 0.39 0.17 0.34 -0.443
C -0.825 -0.606 -1.689 1.43 0.98 -0.42 0.012
C 0.364 -1.413 -2.297 0.90 4.66 1.00 -0.245
C 1.706 -0.646 -2.480 -2.45 1.03 0.95 -0.228
C 1.900 0.867 -2.093 -3.84 -3.00 0.07 0.124
C 0.661 1.575 -1.503 0.35 -1.79 -0.44 -0.174
C -0.710 0.896 -1.268 3.46 -3.08 -2.00 -0.245
S 0.797 3.389 -1.063 1.30 -1.37 -0.25 0.264
C 2.623 3.587 -0.810 2.51 -0.01 0.32 -0.216
C 3.097 4.776 0.079 2.81 -1.75 -1.31 -0.211
C 4.632 5.011 0.325 -1.83 -3.57 -2.55 -0.243
C 5.597 3.982 -0.329 -2.92 -0.42 -0.56 -0.214
C 5.119 2.789 -1.217 -2.84 2.60 1.68 -0.257
C 3.581 2.580 -1.484 2.56 3.00 2.23 0.157
N 3.224 1.458 -2.369 -1.21 0.26 2.72 -0.601
H -2.785 -3.513 -0.907 1.22 1.39 0.77 0.264
H -0.981 -3.136 -0.621 -1.38 0.71 -0.14 0.201
H -2.228 -2.356 0.492 0.26 -0.73 -1.64 0.204
H -2.650 -1.646 -2.574 0.91 0.26 1.65 0.222
H -3.021 -0.740 -1.018 1.41 -0.74 -0.91 0.213
H 0.271 -2.511 -2.631 0.09 2.08 0.68 0.238
H 2.577 -1.230 -2.960 -1.41 1.19 0.88 0.218
H -1.615 1.419 -0.818 1.59 -0.65 -0.72 0.244
H 2.330 5.511 0.526 1.22 -1.51 -0.79 0.265
H 5.016 5.882 0.961 -0.70 -1.54 -1.13 0.238
H 6.715 4.105 -0.158 -1.69 -0.23 -0.30 0.222
H 5.855 2.054 -1.685 -1.06 1.26 0.78 0.224
H 3.899 0.705 -2.119 -0.57 0.79 -0.64 0.390
C -2.521 -7.320 -0.805 0.12 0.03 0.03 -0.830
S -4.193 -6.647 -0.709 0.02 0.17 0.00 1.251
O -4.089 -5.164 -0.859 -0.06 -0.57 0.12 -0.988
C -4.433 -6.998 1.046 0.03 0.04 0.11 -0.829
H -2.147 -7.174 -1.819 -0.14 0.03 0.06 0.242
H -1.869 -6.801 -0.100 -0.09 0.03 -0.01 0.231
H -2.544 -8.388 -0.580 -0.06 0.05 -0.02 0.229
H -3.661 -6.499 1.635 -0.01 0.02 -0.10 0.231
H -4.393 -8.077 1.210 -0.01 0.04 -0.07 0.228
H -5.414 -6.624 1.342 0.07 0.00 -0.14 0.242
C 0.373 3.185 2.987 0.12 -0.02 0.05 -0.832
S -0.745 4.466 2.380 0.17 0.10 -0.08 1.252
O 0.068 5.702 2.160 -0.15 -0.36 0.16 -0.987
C -1.643 4.679 3.932 0.02 0.08 0.13 -0.830
H 1.062 2.919 2.184 -0.13 0.10 -0.04 0.252
H 0.938 3.558 3.842 -0.07 0.08 -0.05 0.228
H -0.205 2.304 3.273 -0.03 0.05 -0.05 0.227
H -0.950 4.958 4.728 0.03 0.00 -0.09 0.229
H -2.154 3.748 4.187 0.03 0.02 -0.08 0.226
H -2.381 5.471 3.799 0.09 -0.06 -0.09 0.240
```
Positions in Å, forces in eV/Å.

Calculated values
- HOMO energy: -7.2513 eV
- Max |F|: 5.0 eV/A
- 2S+1: 1

DFT (ωB97M-V/def2-TZVPD) results for a molecular structure, C18H26BF4N3NbO3S4 at a distorted geometry.

```
60
Properties=species:S:1:pos:R:3:forces:R:3:lowdin_spin:R:1
Nb 0.010 0.064 -0.067 2.96 -4.35 -0.26 0.870
C -1.357 2.122 2.593 0.48 0.95 -0.21 0.003
C -2.437 1.667 1.630 0.08 -0.19 -0.48 0.015
S -2.198 -0.073 0.944 -2.07 0.28 1.45 0.026
C -2.402 -1.238 2.455 0.14 0.14 -0.12 0.001
C -1.152 -2.082 2.592 -0.07 0.43 -0.78 -0.001
S 0.279 -0.947 2.445 -0.53 -1.10 0.47 -0.009
C 1.542 -2.190 2.904 -0.64 -0.34 -0.04 -0.001
C 2.918 -1.540 2.837 0.93 -0.40 -0.54 0.002
S 2.958 0.198 2.322 -0.17 -0.17 -0.14 0.021
C 2.230 1.089 3.727 0.29 -1.12 0.76 0.001
C 1.428 2.272 3.277 0.34 0.47 -0.72 0.001
S 0.292 2.017 1.821 0.12 0.61 0.02 0.004
H -1.306 1.626 3.573 -0.35 0.17 -0.36 0.000
H -1.444 3.232 2.661 -0.42 -0.84 0.64 0.000
H -2.387 2.301 0.715 -0.16 -0.51 0.59 0.000
H -3.451 1.762 2.058 0.48 -0.28 -0.19 0.000
H -3.290 -1.855 2.246 0.32 0.39 -0.05 0.000
H -2.559 -0.663 3.381 -0.10 0.25 -0.66 0.000
H -1.071 -2.771 1.753 0.09 -0.35 0.26 0.000
H -1.155 -2.611 3.550 0.13 0.12 -0.14 0.000
H 1.381 -3.033 2.205 0.36 0.32 0.32 0.000
H 1.265 -2.538 3.926 0.20 0.38 -0.69 0.000
H 3.499 -2.023 2.020 -0.25 0.29 0.55 0.000
H 3.494 -1.679 3.763 -0.26 0.09 -0.27 0.001
H 3.094 1.421 4.295 -0.12 0.39 0.28 0.001
H 1.659 0.424 4.401 0.24 0.19 -0.53 0.000
H 2.121 3.024 2.859 -0.43 -0.14 0.37 0.000
H 0.868 2.700 4.123 -0.01 0.02 -0.53 0.000
O -0.471 1.635 -0.879 -1.43 3.61 -3.76 -0.005
N -0.576 2.471 -2.109 -0.67 -1.01 3.36 0.004
C 0.292 3.486 -2.076 1.13 -0.26 0.35 0.000
C 0.114 4.570 -2.889 0.94 0.65 0.09 0.000
C -0.957 4.622 -3.752 -0.28 -0.33 -0.52 0.000
C -1.867 3.575 -3.714 -0.32 -1.17 0.44 0.000
C -1.726 2.510 -2.806 0.53 0.64 -0.84 0.001
H 1.153 3.354 -1.417 -0.39 0.05 -0.13 0.000
H 0.855 5.370 -2.833 -0.24 -0.28 -0.10 0.000
H -1.051 5.422 -4.487 -0.13 -0.12 0.35 0.000
H -2.712 3.507 -4.381 -0.12 0.24 0.00 0.000
H -2.448 1.717 -2.696 0.12 -0.14 0.10 0.000
C -0.629 -2.015 -4.364 -0.84 0.00 -0.56 0.000
N -0.530 -2.722 -3.097 -0.50 2.21 1.21 0.005
C -0.576 -4.086 -3.011 0.11 -0.05 -0.25 -0.001
C -0.382 -4.635 -1.809 0.28 -1.77 0.75 0.002
C -0.210 -3.851 -0.560 0.56 -0.95 0.69 -0.001
O 0.072 -4.323 0.549 -0.45 0.46 -1.35 0.000
N -0.386 -2.488 -0.704 -0.50 2.58 -1.16 -0.006
C -0.508 -1.948 -1.930 0.58 -2.29 -0.76 0.005
O -0.527 -0.668 -2.048 0.00 0.56 1.09 0.024
H -0.453 -2.737 -5.167 0.13 0.26 0.15 0.000
H 0.085 -1.200 -4.399 0.18 -0.08 -0.06 0.000
H -1.648 -1.599 -4.511 0.52 -0.22 0.14 0.000
H -0.756 -4.634 -3.971 0.39 0.51 1.16 0.000
H -0.269 -5.735 -1.762 -0.31 0.86 0.29 0.000
F 4.057 -0.112 -0.926 -0.99 0.05 -0.14 0.001
B 2.753 -0.032 -1.298 0.56 -0.39 -0.40 0.001
F 1.911 -1.030 -0.471 -0.37 0.79 0.25 0.017
F 2.114 1.200 -0.879 -0.24 -0.33 -0.01 0.018
F 2.447 -0.299 -2.610 0.18 0.22 0.65 0.000
```
Positions in Å, forces in eV/Å.

Calculated values
- HOMO energy (alpha / beta): -13.7153 / -13.7512 eV
- Expectation value of S²: 0.755
- Max |F|: 5.4 eV/A
- ΔE to the lowest compared entry with this formula, charge and spin: 31.32 kcal/mol
- Charge: +2
- 2S+1: 2

| no. | total energy (eV) |
| --- | --- |
| 1 | -34712.561 |
| 2 | -57152.903 |
| 3 | -86129.800 |